(P)
DFT (ωB97M-V/def2-TZVPD) results for the molecule C2H2O3S.

Properties
**SMILES string**: O=S(=O)=C1CO1
**2S+1**: 1
**LUMO level (alpha / beta)**: -1.722 / -1.722 eV
**Net charge**: 0
**HOMO-LUMO gap (alpha / beta)**: 8.3 / 8.3 eV

Geometry (Å):
O 2.37509 0.69160 -0.28791
S 1.37444 -0.33210 -0.16469
O 1.82328 -1.63779 0.21554
C -0.08433 0.28350 0.59129
C -1.32844 0.07730 -0.08141
O -0.79925 1.37138 0.15970
H -1.29467 -0.32134 -1.06174
H -2.06611 -0.13255 0.62924



(Q)
DFT (ωB97M-V/def2-TZVPD) results for the molecule C2H2O3S.

Properties
**2S+1**: 1
**LUMO level (alpha / beta)**: -0.782 / -2.355 eV
**Net charge**: 0
**HOMO-LUMO gap (alpha / beta)**: 8.5 / 5.9 eV

Geometry (Å):
C 0.34411 -0.77694 0.94632
C -1.05552 0.59408 -0.74123
O 0.00274 -0.13851 -0.42222
O 1.59119 -0.81428 0.94983
O -0.58940 -1.08530 1.57652
S 2.44977 0.16339 -0.21632
H -1.41981 1.56207 -0.25250
H -1.32307 0.49549 -1.84040



(R)
DFT (ωB97M-V/def2-TZVPD) results for a structure of composition C2H2O3S.

Properties
**2S+1**: 1
**LUMO level**: -0.782 eV
**Net charge**: 0
**HOMO-LUMO gap**: 9.2 eV

Geometry (Å):
C 0.55371 -0.29792 -0.69552
C 0.17132 -1.56650 -0.61497
O -1.63230 1.95200 0.47747
O 0.62474 0.83702 -0.89018
O 0.11334 1.32067 1.92905
S -0.24314 2.11722 0.80545
H 0.40592 -2.43507 -1.39728
H 0.00640 -1.92741 0.38598



Which of them is most stable, and which least? Most stable: (R); least stable: (P).



(P)
DFT (ωB97M-V/def2-TZVPD) results for a structure of composition C2H5N4.

Properties
**2S+1**: 1
**LUMO level**: -5.032 eV
**Net charge**: +1
**HOMO-LUMO gap**: 9.8 eV

Geometry (Å):
C 1.53408 0.14825 -0.20292
C -1.16438 0.86355 -0.19848
N 1.20863 -0.82862 0.64893
N -0.01340 -0.95693 0.02286
N 0.35454 0.11730 -0.87019
N -1.32925 -0.45044 0.34075
H 2.35958 0.68146 -0.41506
H -0.60805 1.61994 0.28671
H -1.83537 1.06952 -0.97749
H 1.68434 -1.41136 1.31319
H -2.19072 -0.85266 0.05170



(Q)
DFT (ωB97M-V/def2-TZVPD) results for a structure of composition C2H5N4.

Properties
**2S+1**: 1
**LUMO level**: -5.086 eV
**Net charge**: +1
**HOMO-LUMO gap**: 10.7 eV

Geometry (Å):
C -0.56001 -0.10310 1.43258
C 0.42074 -0.42834 -1.08026
N -0.33303 -1.24817 1.80896
N 0.05276 1.40187 -0.44545
N 0.01428 0.29230 0.12979
N 0.43961 0.97617 -1.57227
H -0.73747 0.83306 1.84709
H 1.36211 -0.90725 -0.78418
H -0.49521 -0.86185 -1.58612
H -0.73514 -1.51676 2.67934
H 0.57137 1.56206 -2.42948



Which of them is most stable, and which least? Most stable: (Q); least stable: (P).



(P)
DFT (ωB97M-V/def2-TZVPD) results for the ion C2H5N4 with charge +1.

Properties
**2S+1**: 1
**LUMO level (alpha / beta)**: -6.193 / -5.818 eV
**Net charge**: +1
**HOMO-LUMO gap (alpha / beta)**: 7.8 / 8.1 eV

Geometry (Å):
C -0.16037 1.13020 -0.59563
C 0.25305 -0.25078 -0.48054
N -0.38968 0.25565 1.58101
N -0.04103 -0.70085 0.75275
N -0.48680 1.31986 0.77762
N 0.51260 -1.08514 -1.51206
H 0.03534 -1.57936 1.06582
H 0.12485 1.87974 1.51589
H -1.33213 1.82895 0.62953
H 0.89084 -2.09623 -1.30889
H 0.59334 -0.70204 -2.42549



(Q)
DFT (ωB97M-V/def2-TZVPD) results for the ion C2H5N4 with charge +1.

Properties
**2S+1**: 1
**LUMO level**: -4.122 eV
**Net charge**: +1
**HOMO-LUMO gap**: 11.1 eV

Geometry (Å):
C 0.02604 0.39000 -0.13113
C 1.15511 -1.36908 1.32587
N 0.11583 -0.41352 0.94328
N 0.03463 -1.85698 1.01608
N 0.98668 1.24278 -0.42741
N -1.09795 0.45051 -0.87159
H -0.68707 -2.47841 1.27406
H 1.86246 0.98142 -0.03710
H 0.80624 1.78386 -1.28025
H -1.33887 1.26487 -1.44102
H -1.86311 0.00454 -0.37080



Which of them is most stable, and which least? Most stable: (Q); least stable: (P).



(P)
DFT (ωB97M-V/def2-TZVPD) results for the molecule C3H5ClN2O.

Properties
**2S+1**: 1
**LUMO level (alpha / beta)**: -0.260 / -0.260 eV
**Net charge**: 0
**HOMO-LUMO gap (alpha / beta)**: 8.9 / 8.9 eV

Geometry (Å):
C -0.31594 0.88053 -0.25823
C 0.35105 1.29292 1.07093
C -0.40486 -0.47252 -0.86718
N -0.81068 1.87369 -0.82007
N -0.60560 3.06632 -0.41540
O 0.28541 2.62119 1.20571
Cl -2.01479 3.97687 -0.05601
H -0.06531 0.85947 2.01041
H 1.38176 1.03019 1.09935
H -0.35553 -0.32199 -1.96732
H -1.31372 -0.88134 -0.65810
H 0.30507 -1.16567 -0.52091



(Q)
DFT (ωB97M-V/def2-TZVPD) results for the molecule C3H5ClN2O.

Properties
**SMILES string**: [H]/N=C(\CCl)NC=O
**2S+1**: 1
**LUMO level**: 0.748 eV
**Net charge**: 0
**HOMO-LUMO gap**: 10.9 eV

Geometry (Å):
H -1.96192 1.61963 -0.39011
N -0.94718 1.71492 -0.15556
C -0.42707 0.57202 0.03885
C -1.06300 -0.76116 0.09554
Cl -2.82612 -0.71919 -0.01127
N 0.96832 0.63234 0.18071
C 1.83341 -0.41689 -0.04823
O 1.65821 -1.59392 -0.14178
H -0.72473 -1.27419 1.04675
H -0.72337 -1.33694 -0.76203
H 1.34397 1.55796 0.23243
H 2.86949 0.00540 -0.08531



Which of them is most stable, and which least? Most stable: (Q); least stable: (P).